Entry 1:
A structure of composition C19H14NNiO5S, computed with wB97M-V/def2-TZVPD.

Geometry as XYZ:
```
41
Properties=species:S:1:pos:R:3
Ni 1.808 0.978 1.404
O 3.533 3.041 -1.796
C 2.894 2.531 -0.771
O 3.289 1.570 -0.127
C 1.618 3.217 -0.408
C 1.049 4.345 -0.956
C -0.139 4.804 -0.378
C -0.699 4.151 0.709
C -0.053 3.022 1.200
N 1.054 2.597 0.622
C -0.471 2.170 2.402
O -1.518 2.412 2.953
O 0.381 1.232 2.694
H 4.356 2.547 -1.950
H 1.509 4.853 -1.791
H -0.617 5.687 -0.780
H -1.607 4.490 1.186
O 1.570 -0.827 0.844
S 0.311 -1.612 1.310
C 0.478 -3.148 0.437
C 1.494 -3.340 -0.484
C 1.571 -4.564 -1.135
C 0.648 -5.562 -0.860
C -0.358 -5.353 0.075
C -0.445 -4.141 0.738
C -1.039 -0.860 0.444
C -2.017 -0.258 1.224
C -3.065 0.399 0.591
C -3.116 0.442 -0.793
C -2.126 -0.169 -1.563
C -1.080 -0.830 -0.947
H 2.213 -2.556 -0.673
H 2.360 -4.737 -1.854
H 0.716 -6.513 -1.371
H -1.069 -6.137 0.295
H -1.219 -3.971 1.478
H -1.948 -0.276 2.304
H -3.829 0.880 1.185
H -3.936 0.949 -1.284
H -2.184 -0.139 -2.643
H -0.314 -1.325 -1.531
```

The total energy is -83531.38499 eV. The spin multiplicity is 3. Its energy above the lowest of the compared OMol25 structures with the same formula, charge and spin is 0.00 kJ/mol. As for the charge: +1. Its HOMO-LUMO gap (alpha / beta) is 8.264 / 8.011 eV.

Entry 2:
A structure of composition C19H15AsN6ReS4, computed with wB97M-V/def2-TZVPD.

Geometry as XYZ:
```
46
Properties=species:S:1:pos:R:3
Re -0.741 1.836 1.394
C -3.133 3.096 -2.128
C -2.826 2.809 -0.815
N -1.856 1.937 -0.504
C -1.203 1.366 -1.542
C -1.520 1.701 -2.856
N -2.479 2.554 -3.158
C -0.245 0.353 -1.136
C 0.416 -0.550 -1.948
C 1.120 -1.603 -1.368
C 1.025 -1.788 0.011
C 0.342 -0.860 0.774
N -0.159 0.254 0.204
C -0.085 -0.995 2.157
C 0.250 -2.046 3.007
N -0.260 -2.167 4.216
C -1.117 -1.217 4.594
C -1.447 -0.147 3.789
N -0.936 -0.022 2.556
C 1.885 -2.557 -2.199
C 1.398 -3.014 -3.419
C 2.164 -3.909 -4.149
N 3.351 -4.358 -3.754
C 3.814 -3.912 -2.591
C 3.127 -3.022 -1.780
H -3.927 3.794 -2.360
H -3.344 3.282 0.005
H -0.974 1.257 -3.680
H 0.390 -0.437 -3.022
H 1.445 -2.671 0.470
H 0.952 -2.807 2.687
H -1.550 -1.306 5.582
H -2.117 0.629 4.125
H 0.429 -2.705 -3.789
H 1.800 -4.287 -5.098
H 4.789 -4.279 -2.289
H 3.570 -2.677 -0.855
S 3.541 2.877 0.798
As 1.983 3.778 1.822
S 0.157 3.673 0.423
S 0.896 2.079 2.934
S 2.025 5.518 2.912
C -2.505 2.527 2.357
H -2.734 3.538 2.017
H -2.342 2.594 3.434
H -3.371 1.887 2.170
```

The total energy is -135197.95742 eV. The spin multiplicity is 2. As for the charge: 0. Its HOMO-LUMO gap (alpha / beta) is 5.583 / 5.656 eV.

Entry 3:
An isolated molecule of C19H15BF2N2O3S at a distorted geometry, computed with wB97M-V/def2-TZVPD.

Geometry as XYZ:
```
43
Properties=species:S:1:pos:R:3
O -3.327 -2.482 0.475
F -5.148 -1.468 6.533
F 2.171 1.186 1.612
N -0.838 0.414 -2.062
O 4.592 0.568 -4.215
O 4.394 2.910 -4.173
S 1.192 -0.014 -3.795
B 4.293 1.713 -3.547
C -2.505 -1.598 0.577
C -1.671 0.030 -1.120
C -0.040 -0.508 -2.611
C -0.109 -1.819 -2.242
C -4.785 -2.185 4.249
C -3.634 -0.319 5.155
C 4.118 1.337 0.270
C 4.637 1.427 -0.978
C -0.947 -2.214 -1.245
C -4.068 -2.071 3.058
C -2.869 -0.227 4.003
C 1.898 1.334 -0.677
C -4.574 -1.309 5.306
C 2.746 1.334 0.409
C 3.809 1.595 -2.073
C -1.713 -1.246 -0.605
C -3.047 -1.123 2.960
C 2.418 1.573 -1.935
N -2.277 -0.975 1.805
C 1.543 1.590 -3.162
H 4.940 0.750 -5.095
H 4.146 3.646 -3.559
H -2.247 0.830 -0.712
H 0.599 -2.533 -2.638
H -5.495 -2.968 4.370
H -3.357 0.293 6.025
H 4.707 1.233 1.170
H 5.725 1.430 -1.121
H -0.984 -3.226 -0.914
H -4.277 -2.716 2.206
H -2.095 0.535 3.880
H 0.837 1.293 -0.522
H -1.483 -0.329 1.907
H 2.081 2.102 -3.964
H 0.646 2.206 -3.000
```

The total energy is -46018.78827 eV. Its SMILES is O=C(Nc1ccc(F)cc1)c1ccc(SCc2cc(F)ccc2B(O)O)nc1. As for the charge: 0. Its HOMO-LUMO gap is 8.910 eV.

Entry 4:
An isolated molecule of C19H15BrClNO3 at a distorted geometry, computed with wB97M-V/def2-TZVPD.

Geometry as XYZ:
```
40
Properties=species:S:1:pos:R:3
O 3.843 -0.831 1.795
O 2.023 2.346 -0.739
Cl 4.529 -5.966 -0.229
Br -0.040 -3.904 -2.199
O 0.345 -1.724 -0.029
C 2.870 -1.084 1.037
C 2.311 2.343 0.471
C 1.894 -0.063 0.868
C 0.631 -0.428 0.439
C -5.506 2.273 -0.765
C -4.564 2.266 -1.840
C -5.103 1.750 0.465
C 2.197 -4.697 -1.014
C 3.594 -3.425 0.482
C -3.342 1.581 -1.611
C -3.891 1.163 0.557
C 3.321 -4.692 -0.155
C 1.277 -3.706 -0.973
C 1.404 -2.598 -0.135
C 2.595 -2.463 0.584
C -2.913 0.971 -0.499
N 2.157 1.319 1.317
C 2.782 3.730 1.014
C -0.453 0.567 0.291
C -1.660 0.019 -0.374
H -6.477 2.613 -0.838
H -4.750 2.722 -2.752
H -5.871 1.764 1.318
H 1.852 -5.655 -1.552
H 4.489 -3.242 0.997
H -2.880 1.402 -2.582
H -3.806 0.403 1.373
H 2.671 1.462 2.105
H 3.767 3.593 1.522
H 2.875 4.542 0.235
H 2.092 4.216 1.757
H -0.641 0.970 1.233
H -0.221 1.490 -0.189
H -1.417 -0.192 -1.455
H -1.979 -0.836 0.073
```

The total energy is -110141.60832 eV. Its SMILES is CC(=O)Nc1c(CCc2ccccc2)oc2c(Br)cc(Cl)cc2c1=O. Its energy above the lowest of the compared OMol25 structures with the same formula, charge and spin is 249.79 kJ/mol. As for the charge: 0. Its HOMO-LUMO gap is 8.671 eV.

Entry 5:
A structure of composition C19H15BrIrN3S2, computed with wB97M-V/def2-TZVPD.

Geometry as XYZ:
```
41
Properties=species:S:1:pos:R:3
Ir -0.742 0.515 -0.699
Br -1.776 -1.675 -1.331
C -1.572 -2.450 0.386
C -2.055 -3.731 0.646
C -1.920 -4.244 1.927
C -1.293 -3.491 2.913
C -0.779 -2.211 2.624
C -0.101 -1.461 3.596
C 0.451 -0.203 3.298
C 0.327 0.324 2.036
C -0.451 -0.327 1.030
C -0.937 -1.660 1.321
H -2.539 -4.310 -0.131
H -2.307 -5.227 2.158
H -1.200 -3.887 3.917
H 0.024 -1.876 4.591
H 0.983 0.343 4.067
H 0.795 1.275 1.824
N -3.853 4.888 2.447
C -2.909 4.596 1.865
C -1.745 4.209 1.122
C -0.711 5.101 0.834
C 0.384 4.635 0.124
C 0.426 3.318 -0.281
N -0.579 2.456 -0.012
C -1.645 2.901 0.683
H -0.770 6.130 1.164
H 1.210 5.288 -0.119
H 1.273 2.927 -0.825
H -2.437 2.194 0.892
S 0.585 0.966 -2.516
C 1.517 -0.411 -3.065
N 2.142 -0.337 -4.204
C 3.103 -1.424 -4.486
C 2.646 -2.600 -3.630
S 1.801 -1.842 -2.185
H 2.065 0.473 -4.811
H 4.100 -1.073 -4.214
H 3.086 -1.663 -5.547
H 3.478 -3.200 -3.273
H 1.924 -3.237 -4.138
```

The total energy is -118939.00683 eV. The spin multiplicity is 2. As for the charge: +3. Its HOMO-LUMO gap (alpha / beta) is 5.504 / 5.674 eV.

Entry 6:
An isolated molecule of C19H15Cl2NO6, computed with wB97M-V/def2-TZVPD.

Geometry as XYZ:
```
43
Properties=species:S:1:pos:R:3
O 4.222 -0.201 -2.229
C 3.272 -0.816 -1.826
O 2.993 -1.039 -0.543
C 3.806 -0.430 0.450
H 4.513 0.264 -0.024
C 2.934 0.314 1.463
O 3.237 0.349 2.629
C 1.708 0.940 0.922
C 0.581 0.979 1.738
C -0.612 1.512 1.279
C -0.684 2.021 -0.025
C 0.459 2.030 -0.820
C 1.644 1.498 -0.356
H 2.524 1.555 -0.979
H 0.391 2.472 -1.802
O -1.834 2.527 -0.550
C -2.991 2.273 0.223
C -2.693 2.441 1.711
H -3.574 2.215 2.313
O -1.688 1.537 2.119
H -2.366 3.472 1.904
H -3.746 2.986 -0.111
H -3.337 1.250 0.035
H 0.631 0.587 2.741
H 4.372 -1.206 0.974
C 2.181 -1.418 -2.705
N 0.885 -1.302 -2.082
C 0.384 -2.332 -1.347
O 0.824 -3.456 -1.387
C -0.812 -1.937 -0.529
C -2.014 -1.600 -1.138
C -3.131 -1.293 -0.383
C -3.036 -1.308 1.002
C -1.846 -1.627 1.635
C -0.740 -1.949 0.862
Cl 0.746 -2.342 1.632
H -1.776 -1.624 2.710
Cl -4.416 -0.906 1.954
H -4.069 -1.055 -0.860
H -2.076 -1.597 -2.216
H 0.558 -0.367 -1.880
H 2.382 -2.488 -2.826
H 2.197 -0.929 -3.681
```

The total energy is -58767.02053 eV. Its SMILES is O=C(CNC(=O)c1ccc(Cl)cc1Cl)OCC(=O)c1ccc2c(c1)OCCO2. Its energy above the lowest of the compared OMol25 structures with the same formula, charge and spin is 0.00 kJ/mol. As for the charge: 0. Its HOMO-LUMO gap is 9.077 eV.

> Among the records above, which one has the highest charge?

C19H15BrIrN3S2

> Which value of charge does entry 6 give?

0

> Look up the charge of the third one.

0